Entry 1:
Here is C26H29ClN2NiO6Te as an isolated structure from the Open Molecules 2025 dataset. Energies are from ωB97M-V/def2-TZVPD.

XYZ file:
```
66
C26H29ClN2NiO6Te (ωB97M-V/def2-TZVPD)
Ni 1.0361 0.2881 -0.3712
N 3.2176 0.5131 -0.7389
C 3.8076 1.7309 -1.2888
C 3.6370 2.9384 -0.3794
C 2.1780 3.3375 -0.0895
O 1.9762 4.2313 0.7455
O 1.3177 2.7090 -0.7745
H 3.6797 0.2367 0.1202
H 3.2958 -0.2785 -1.3796
H 3.3230 1.9213 -2.2470
H 4.8850 1.5965 -1.4783
H 4.1162 3.8064 -0.8440
H 4.1452 2.7865 0.5788
C 0.7470 -0.2957 3.9705
C 0.2390 -0.0804 2.5408
C -0.5541 -1.3046 2.0882
C 1.3739 0.2887 1.5809
H -0.0689 -0.5157 4.6692
H 1.2789 0.5886 4.3304
H 1.4456 -1.1385 3.9943
H -0.4619 0.7646 2.5921
H 0.0594 -2.2062 2.1757
H -0.8568 -1.2205 1.0431
H -1.4505 -1.4486 2.7011
H 2.1962 -0.4315 1.7246
H 1.7617 1.2782 1.8670
O 3.1344 -2.1966 -1.7470
C 2.1662 -2.5490 -1.0499
O 1.3014 -1.8626 -0.4613
C 1.9848 -4.0642 -0.8981
C 2.5865 -4.9268 -1.8049
C 2.4548 -6.3044 -1.6827
C 1.7353 -6.8445 -0.6308
C 1.1486 -5.9671 0.2695
C 1.2441 -4.5908 0.1531
N 0.3929 -6.5392 1.3936
O 0.3183 -7.7584 1.4740
O -0.1249 -5.7802 2.1866
H 3.1681 -4.4821 -2.6021
H 2.9226 -6.9628 -2.4048
H 1.6235 -7.9092 -0.4960
H 0.7580 -3.9205 0.8468
Cl -0.0711 0.2157 -2.5358
Te -1.0341 2.2665 0.3020
C -1.5971 3.4646 -1.3374
C -1.1504 4.7830 -1.3606
C -1.5201 5.6260 -2.3994
C -2.3444 5.1619 -3.4172
C -2.7742 3.8426 -3.4028
C -2.3933 2.9919 -2.3720
C -3.0389 1.6033 0.6848
C -3.8274 2.1280 1.7050
C -5.1062 1.6377 1.9453
C -5.6163 0.6116 1.1623
C -4.8365 0.0700 0.1482
C -3.5559 0.5565 -0.0822
H -0.4908 5.1309 -0.5737
H -1.1611 6.6492 -2.4130
H -2.6373 5.8219 -4.2264
H -3.3924 3.4626 -4.2083
H -2.6836 1.9502 -2.3958
H -3.4360 2.9330 2.3168
H -5.7049 2.0586 2.7457
H -6.6137 0.2289 1.3473
H -5.2203 -0.7427 -0.4578
H -2.9337 0.1106 -0.8521
```

Values from the calculation:
orbital gap (spin up / spin down) = 5.417 / 5.418 eV
lowest unoccupied orbital energy (spin up / spin down) = 3.76 / 3.76 eV
DFT total energy = -3805.62957 hartree
charge = -2
HOMO (spin up / spin down) = -0.061 / -0.061 Ha
relative energy (zero: lowest compared OMol25 entry of this formula, charge and spin) = 0.635 eV

Atomic partial charges in e from the Löwdin method, atoms 1 to 2:
1. Ni 0.079
2. N 0.012

Entry 2:
Here is C26H29ClN2O4S2 as an isolated structure at a distorted geometry from the Open Molecules 2025 dataset. Energies are from ωB97M-V/def2-TZVPD.

XYZ file:
```
64
C26H29ClN2O4S2 (ωB97M-V/def2-TZVPD)
C 2.1277 -1.5572 4.5112
C 0.7003 -2.2348 4.5559
C -0.4393 -1.3579 3.8333
C -0.0107 -1.2777 2.3020
C -0.1823 -2.5279 1.4792
C 0.2194 -2.5926 0.0453
N 0.1399 -3.6814 -0.7826
S 0.7805 -3.0507 -2.2101
N 1.1673 -1.5055 -1.7861
C 0.7999 -1.2859 -0.4647
C 0.9779 -0.0078 0.2687
C 1.5929 1.3130 -0.2799
C 1.9362 1.3416 -1.8118
C 0.7011 1.4694 -2.7765
S -0.1065 3.1176 -2.6888
O -1.0314 3.1979 -3.8227
O -0.8700 3.2896 -1.4534
O 1.0132 4.3103 -2.9376
C 0.5580 -0.0054 1.6810
C 0.6985 1.2500 2.5972
C -0.6961 1.8034 3.1112
O -0.7928 2.3917 4.1426
Cl -2.1784 1.4976 2.1341
H 2.9498 -2.3175 4.3806
H 2.2578 -0.8114 3.6827
H 2.2766 -0.9770 5.4708
H 0.7531 -3.2162 3.9987
H 0.4515 -2.4564 5.6324
H -0.4435 -0.3778 4.3714
H -1.3898 -1.9407 3.9171
H -0.6264 -3.4458 1.9489
H 2.5379 1.5316 0.2932
H 0.8800 2.1553 -0.0273
H 2.5921 2.2450 -2.0016
H 2.5856 0.4543 -2.0517
H 1.1127 1.4059 -3.8287
H -0.0224 0.6212 -2.6805
H 0.9387 4.9349 -2.1866
H 1.3811 1.0357 3.4699
H 1.1795 2.1252 2.0683
C 2.2993 5.3273 -8.2033
C 1.4391 6.3095 -7.7274
C 0.5878 6.0330 -6.6637
C 0.6034 4.7764 -6.0690
C 1.4661 3.7960 -6.5434
C 2.3112 4.0691 -7.6127
H 2.9607 5.5419 -9.0349
H 1.4316 7.2917 -8.1866
H -0.0877 6.7973 -6.2970
H -0.0551 4.5625 -5.2399
H 1.4793 2.8158 -6.0790
H 2.9801 3.3018 -7.9855
C -3.1224 -5.6636 2.8702
C -2.2828 -5.4742 3.9530
C -2.8214 -5.2605 5.2172
C -4.2006 -5.2525 5.3925
C -5.0407 -5.4486 4.3022
C -4.5012 -5.6485 3.0380
H -2.7027 -5.8240 1.8833
H -1.2073 -5.4855 3.8126
H -2.1662 -5.1014 6.0661
H -4.6204 -5.0919 6.3788
H -6.1161 -5.4425 4.4384
H -5.1538 -5.7929 2.1851
```

Values from the calculation:
orbital gap = 7.519 eV
lowest unoccupied orbital energy = -1.25 eV
DFT total energy = -2675.07784 hartree
HOMO = -0.322 Ha

Atomic partial charges in e from the Löwdin method, atoms 1 to 2:
1. C -0.110
2. C -0.235